1.
85
Properties=species:S:1:pos:R:3:forces:R:3 method="wB97M-V/def2-TZVPD" energy_ev=-370900.464 total_charge=-2 homo_lumo_gap_ev=5.41 lumo_ev=3.5242
C 0.757065 -3.373459 -4.890391 0.0 0.0 0.0
O 0.236724 -6.418048 1.748243 0.0 0.0 0.0
C -6.031146 -6.171763 -0.135324 0.0 0.0 0.0
S -3.477127 -1.069789 -3.535794 -0.1 -0.1 0.0
C 2.762257 -2.950147 -3.521801 0.0 0.0 0.0
H 2.456686 -2.246990 -5.539905 0.0 0.0 0.0
S -3.127305 0.723906 -1.154608 -0.2 0.1 0.0
H 0.013774 -3.294487 2.947382 0.0 0.0 0.0
O 2.111534 -4.651312 -0.876420 0.0 0.0 0.0
C -0.107285 4.708251 3.077309 0.0 0.0 0.0
H 1.640544 -0.946245 4.839840 0.0 0.0 0.0
N 0.697805 1.156578 2.451559 0.0 0.1 0.1
H -6.311605 -4.516696 -3.083760 0.0 0.0 0.0
H 3.798205 -2.603425 -3.524993 0.0 0.0 0.0
H 0.704427 -1.315653 3.358070 0.0 0.0 0.0
H 0.542882 -4.300116 -4.344399 0.0 0.0 0.0
C 1.105401 0.742059 3.633562 0.0 0.0 0.0
N 1.956297 -1.956856 -2.820348 0.0 -0.1 -0.1
H 1.601372 1.193891 -2.396862 0.0 0.0 0.0
H 2.153931 -5.925690 1.393079 0.0 0.0 0.0
C -6.464413 -5.872943 -1.418898 0.0 0.0 0.0
H 3.471728 2.617173 -3.257223 0.0 0.0 0.0
C 1.034509 -4.090343 1.246738 0.0 0.0 0.0
N -4.542656 -2.766112 -2.081794 -0.1 0.0 0.0
C -5.057692 -3.933230 -1.453731 0.0 0.0 0.0
N 2.297770 1.165386 -0.471349 0.2 0.2 0.1
C 0.284391 2.444376 2.301864 0.0 0.0 0.0
H 2.766742 -3.985162 -5.403101 0.0 0.0 0.0
H -0.873733 6.066443 1.629570 0.0 0.0 0.0
N 6.363008 4.252385 -2.101046 0.0 0.0 0.0
Se 2.724859 -1.670172 0.547558 0.0 0.0 0.0
C -0.598326 4.112607 0.801344 0.0 0.0 0.0
C 1.491838 -0.692960 3.790066 0.0 0.0 -0.1
H 2.220435 -1.750096 -1.855378 0.0 0.1 0.0
C -0.214089 2.776197 0.975945 0.0 0.0 0.0
C -0.221492 -3.481476 1.894528 0.1 -0.1 -0.1
C 0.785639 2.925503 4.600113 0.0 0.0 0.0
C 4.293617 2.386347 0.019758 0.0 0.0 0.0
C -0.549437 5.054489 1.830640 0.0 0.0 0.0
H 1.500301 1.239740 5.691188 0.0 0.0 0.0
C 5.488755 3.592756 -1.752531 0.0 0.0 0.0
C 2.298685 -3.282476 1.590023 0.0 -0.1 0.1
H 2.400910 -0.903009 3.222365 0.0 0.0 0.0
H -7.185566 -6.513026 -1.913122 0.0 0.0 0.0
Br -1.217713 4.641192 -0.904228 0.0 0.0 0.0
C 4.394348 2.766084 -1.312725 0.0 0.0 0.0
H 5.025129 2.699393 0.750649 0.0 0.0 0.0
H -3.915442 -3.545775 0.310197 0.0 0.0 0.0
C 2.256438 -3.139036 -4.940395 0.0 0.0 0.0
S -4.269448 -3.749133 -4.637031 0.0 0.0 0.0
H 0.330222 -3.468245 -5.888755 0.0 0.0 0.0
O -0.258917 1.886954 0.075913 -0.1 0.0 0.0
H -6.408035 -7.048959 0.377365 0.0 0.0 0.0
C 2.393723 1.545338 -1.744231 0.0 0.0 0.0
H -0.573833 -5.991404 2.042757 0.0 0.0 0.0
H 3.125020 1.230691 1.406180 0.0 0.0 0.0
H -0.833854 -2.043941 -4.360660 0.0 0.0 0.0
H 2.241006 -2.996788 2.642393 0.0 0.0 0.0
C -5.113329 -5.336864 0.489178 0.0 0.0 0.0
H 2.701307 -3.888535 -0.753657 0.0 0.0 0.0
H 0.150222 -5.031468 -0.488371 0.0 0.0 0.0
C -5.983992 -4.753563 -2.084023 0.0 0.0 0.0
H 1.535765 -5.326297 2.945882 0.0 0.0 0.0
C -3.707571 -0.717573 -1.809135 0.2 0.0 0.0
C 3.429370 2.337182 -2.214448 0.0 0.0 0.0
H 2.724506 -3.901123 -2.985070 0.0 0.0 0.0
N 0.150796 -2.230719 -4.238663 0.0 0.1 0.0
H 3.167109 -3.938494 1.498497 0.0 0.0 0.0
C -4.180480 -2.636186 -3.369302 0.1 0.1 0.0
C 1.158559 1.622046 4.737982 0.0 0.0 0.0
H 0.826936 3.608059 5.438782 0.0 0.0 0.0
Se -1.127975 -1.921798 1.085529 -0.3 0.0 0.2
H 0.519988 -3.310281 -0.685100 0.0 0.0 0.0
C 0.879282 -4.251788 -0.262789 0.0 0.0 0.0
C 0.688767 -1.649288 -3.139642 -0.1 0.0 0.0
Mg 0.438193 0.031682 0.406995 0.2 -0.4 -0.2
C 3.230694 1.579435 0.387292 0.0 0.0 -0.1
S -0.265621 -0.557934 -2.283469 0.1 0.1 0.1
Br -0.075801 6.033923 4.448462 0.0 0.0 0.0
H -4.769085 -5.558198 1.492013 0.0 0.0 0.0
C -4.624226 -4.215335 -0.161134 0.0 0.0 0.0
C 1.291890 -5.470586 1.883083 0.0 0.0 0.0
N -4.296211 -1.713350 -1.204536 0.0 0.0 -0.1
H -1.031821 -4.216226 1.887634 0.0 0.0 0.0
C 0.320838 3.388548 3.351029 0.0 0.0 0.0

2.
82
Properties=species:S:1:pos:R:3:forces:R:3 method="wB97M-V/def2-TZVPD" spin_multiplicity=5 energy_ev=-163416.002 total_charge=-2 homo_lumo_gap_ev="3.58 / 5.29" lumo_ev="4.2235 / 4.2177"
H -0.803946 3.623363 -2.580243 0.4 0.4 0.1
H -4.778256 -1.369508 4.097869 0.8 0.3 0.6
C -4.964723 -1.390010 -0.779621 -0.1 0.2 0.2
H -5.352334 -2.384626 -0.763191 -0.6 -0.4 -0.2
O 1.666835 1.773328 2.995132 -0.1 0.8 0.5
C 3.925492 -1.384309 1.819714 -1.0 0.1 1.6
C -0.381105 -1.398365 4.055808 -0.7 1.3 0.6
H 0.159631 -1.258334 -5.555157 0.2 0.1 0.9
C 0.588049 -5.445125 1.641984 0.5 0.6 -0.6
H 2.201578 -1.188848 -3.511887 -0.8 -0.5 -0.6
C 3.863641 -0.502205 -0.742139 0.1 0.2 -0.2
H -0.206015 -1.997849 -3.976416 0.1 1.2 -0.1
H -0.783038 1.996154 3.376438 0.0 -1.1 0.6
C -0.627908 -3.484591 0.909810 1.3 -0.7 -0.7
C 0.717559 2.606425 -0.750431 -0.8 -2.9 1.5
C -3.859542 -1.159950 -1.601873 -1.5 0.1 0.5
H -1.014324 -4.546049 2.733584 -0.3 0.1 -0.1
H -3.292589 2.095642 -0.777569 0.2 0.1 0.2
N 2.770102 -0.407118 0.003181 1.6 0.5 1.9
S 1.636263 0.375676 3.342451 0.1 -2.1 -2.5
C -1.726477 -1.673282 4.320877 -0.1 -0.6 0.2
H 2.765103 6.410177 -0.666646 -1.2 -1.0 0.4
H -4.587994 -0.049585 5.285938 0.5 -0.7 -0.2
O 1.067613 0.358960 -2.772644 1.8 -1.0 -1.0
N 1.634460 -0.540024 2.012225 -1.3 1.0 1.9
C -2.708623 -0.686677 4.387155 1.0 0.2 -0.3
H 2.832524 3.711052 -0.545583 0.3 0.5 -0.2
C 0.083409 4.279414 -2.472426 0.0 -0.8 0.3
C 1.429432 -0.489776 -3.904930 -0.5 2.8 2.3
C 1.324577 -4.410233 -0.407536 -1.0 -0.4 1.2
H 2.211443 -6.216599 0.403361 -0.4 0.4 0.0
H 3.720051 -0.142011 -1.764758 0.2 0.0 0.2
C 2.149908 0.432426 -4.919327 -0.1 0.0 -1.2
C 1.858758 5.712614 -0.688527 0.7 0.9 -0.6
Br -3.587018 -2.346293 -3.104507 0.4 0.3 0.9
C 1.448402 -5.431753 0.514614 -0.4 -0.4 0.1
C -3.220615 0.034399 -1.448593 1.8 2.2 0.0
H 2.773362 4.540162 -2.201570 0.3 -0.3 0.3
Cl -1.996102 -2.462086 0.929650 -0.1 0.4 0.2
H 5.984866 -0.927863 -0.799084 0.4 -0.1 -0.6
H -2.094917 -2.687744 4.497542 0.5 0.1 0.1
H -0.769681 6.293538 -2.677299 0.4 -0.3 0.2
H 1.528939 0.434421 -5.851915 0.6 0.2 0.4
C 5.065718 -0.971822 -0.264966 -0.3 -0.8 1.6
C -2.336266 0.599488 4.033688 -1.0 0.7 0.4
H 5.917993 -1.905883 1.538887 0.2 0.0 -0.2
C -0.057283 -0.049243 3.807567 0.1 0.5 -0.1
C -0.202327 5.689770 -1.942310 -0.6 -0.8 0.1
C -0.415504 -4.459412 1.834390 0.2 -1.3 0.1
C -1.766088 0.260549 -1.906938 0.8 -2.3 -0.4
C -3.770059 1.135987 -0.709985 -0.1 -2.6 -0.2
H 0.569331 4.369608 -3.456943 0.0 -0.2 0.3
H 2.264838 1.519847 -4.613108 0.0 -1.5 0.1
N 1.034158 3.582091 -1.558164 0.6 1.9 -0.7
O -0.979927 -0.679881 -1.449275 -4.6 1.7 -1.3
O -1.482299 1.177990 -2.662057 -0.6 1.0 0.3
H 0.398108 -2.145217 4.182464 -0.2 0.1 -0.5
C 0.461166 -3.304178 -0.063832 0.6 0.1 0.9
C 2.280204 4.357148 -1.236711 -1.4 -0.6 -0.3
H 3.953819 -1.634045 2.879323 -0.1 -0.2 -0.3
H -6.420432 -0.595403 0.612385 0.6 0.1 0.0
N 0.973470 -2.146039 -0.302757 -1.5 -2.5 -0.6
Rh 0.898429 -0.460210 -0.819698 0.3 2.6 -0.8
C -1.033387 0.971959 3.744304 0.6 -0.6 -0.5
H -0.707145 -0.249883 -4.389806 0.8 -0.6 0.5
H 0.736492 -6.198095 2.389298 0.0 -0.3 0.3
Cl 2.352955 -4.161738 -1.771796 0.3 -0.4 0.0
O 1.009173 6.356319 -1.675738 0.4 0.2 0.7
O 2.638596 -0.049534 4.305532 -0.4 0.1 0.7
C 2.743000 -0.785336 1.348492 2.3 0.6 -2.4
C -4.083906 -0.965677 4.893127 -1.3 -0.9 0.0
H 3.125353 -0.052287 -5.172278 -0.4 0.8 0.0
C -5.490085 -0.396650 0.063473 0.5 -0.6 -0.7
C 5.037695 -1.488809 1.061726 1.0 0.6 -1.3
C 0.101073 -1.019249 -4.442516 -0.3 -1.6 -1.6
N 0.531474 1.664128 -0.058807 0.0 2.9 -1.3
H -4.033990 -1.751578 5.698656 -0.2 0.8 -0.7
H -3.166656 1.317540 4.063692 0.6 0.1 -0.2
H -0.842480 5.613753 -1.038891 0.4 0.1 -0.1
H 1.354164 5.628360 0.302393 0.3 0.1 -0.6
H -5.368688 1.671312 0.647707 0.5 -0.6 -0.4
C -4.877464 0.857366 0.066051 -1.2 1.3 0.4

3.
74
Properties=species:S:1:pos:R:3:forces:R:3 method="wB97M-V/def2-TZVPD" energy_ev=-134414.225 total_charge=0 homo_lumo_gap_ev=7.09 lumo_ev=-0.2218
C 2.814447 -4.376537 -0.746168 -0.1 -0.1 0.0
Br -3.158439 -0.778518 3.072394 0.0 0.0 0.1
C 1.757113 1.456164 2.685278 0.1 -0.1 -0.1
N 1.711231 0.214607 2.197038 0.0 0.1 0.6
H 3.293319 -1.634797 -0.588927 0.1 0.0 0.1
Pd 0.824607 0.266170 0.011795 1.8 0.6 -0.3
H 0.446551 -4.450978 -3.073187 0.0 0.0 0.0
H -7.222189 0.289470 0.482860 0.0 0.0 0.0
C -4.109443 0.369188 -0.827888 0.0 0.0 0.0
C 0.439595 -2.317681 -2.629752 0.0 -0.2 0.2
H -2.939861 -4.791705 -0.010948 0.0 0.0 0.0
H 6.496579 1.126162 -1.216037 0.0 0.0 0.0
H -3.403821 3.678341 -0.976006 0.0 0.0 0.0
Cl -0.209504 -1.729947 5.047690 0.0 -0.1 0.1
N 0.941503 2.470274 -0.730092 0.1 -0.3 0.4
C 1.127867 -0.724294 2.936068 0.0 0.0 0.0
H 1.887964 6.168912 -0.085069 0.0 0.0 0.0
H 3.627618 4.438613 -0.310041 0.0 0.0 0.0
H -2.216113 -2.585364 -0.964770 0.0 0.0 0.0
C -5.418307 -0.127179 1.551611 0.0 0.0 0.0
H 0.105028 1.070694 5.607986 0.0 0.0 0.0
H 5.686516 -1.197864 -0.930348 0.0 0.0 0.0
H -0.143625 -1.427990 -2.865402 0.0 0.0 0.0
C -1.646107 -3.072727 -0.173987 0.2 0.0 0.1
H -1.576423 -5.046430 -1.099438 0.0 0.0 0.0
C 1.621811 5.136233 -0.277809 0.1 -0.1 0.0
C 0.570311 0.836751 4.660623 0.0 0.0 -0.1
H 3.425599 -3.722366 -0.121965 0.0 0.0 0.0
H 1.103039 -1.728862 2.528751 0.0 0.0 0.0
C -4.033671 -0.208631 1.492039 0.0 0.0 -0.1
H 4.912662 2.993579 -1.129054 0.0 0.0 0.1
H 0.767114 -5.076589 -0.890831 0.0 0.0 0.0
C -1.854726 0.059600 0.152957 -0.2 -0.2 -0.2
C -2.377808 3.978830 -0.805271 0.1 0.0 0.0
H -2.888785 6.048449 -0.437965 0.0 0.0 0.0
C -3.355443 0.053283 0.301824 0.0 0.0 0.1
C -1.878926 -4.579223 -0.161385 0.0 0.1 0.0
H -3.573800 0.538340 -1.752177 0.0 0.0 0.0
C 0.550781 -0.454385 4.163563 0.0 0.1 0.0
C 5.446101 0.931649 -1.043549 0.1 0.0 0.0
H 2.260150 2.190738 2.066056 0.0 0.0 0.0
C 2.730269 0.433281 -0.613969 -1.2 -0.3 0.4
H -0.001440 -3.429902 -4.436277 0.0 0.0 0.0
H 1.277962 -4.690595 0.749841 0.0 0.0 0.0
H -1.327923 -5.063752 0.646115 0.0 0.0 0.0
C 3.637750 -0.615371 -0.686380 0.1 0.0 -0.1
C -0.098087 -3.547588 -3.354349 0.1 0.1 0.0
C 1.201113 1.808495 3.901992 0.0 0.0 0.1
H 2.910941 -4.040203 -1.780940 0.0 0.0 0.0
H -6.050813 0.717098 -1.663440 0.0 0.0 0.0
O -1.138749 0.285010 1.161942 0.4 0.1 -0.4
C 3.193380 1.748587 -0.750325 0.2 -0.1 0.0
C -0.791490 5.718145 -0.320147 0.0 0.1 0.0
H 3.243582 -5.379390 -0.685261 0.0 0.0 0.0
C -0.035871 3.420334 -0.662410 -0.1 0.2 0.0
H -5.922517 -0.341413 2.483667 0.0 0.0 0.0
H -1.965285 -2.634256 0.774282 0.0 0.0 0.0
C 0.261659 4.781481 -0.409233 0.0 -0.2 -0.1
H -1.154562 -3.705118 -3.131285 0.0 0.0 0.0
C -6.143522 0.220102 0.424041 0.0 0.0 0.0
C -1.378605 3.049577 -0.886206 -0.1 -0.1 0.0
C 4.551275 1.984166 -0.976824 0.0 0.0 -0.1
H 1.251635 2.831035 4.249920 0.0 0.0 0.0
C -2.086549 5.325318 -0.504896 0.0 0.1 0.0
Sb 0.405499 -2.422848 -0.471647 -0.2 -0.1 -0.5
H -0.549829 6.753161 -0.108568 0.0 0.0 0.0
H -1.581213 2.022298 -1.148478 0.0 0.0 0.0
C 4.988441 -0.370475 -0.893890 0.0 0.0 0.0
C -5.489247 0.461729 -0.774274 0.0 0.0 0.0
O -1.374266 -0.124194 -0.991234 -0.9 -0.1 -0.2
H 1.474947 -2.114141 -2.912499 0.0 0.0 0.0
C 1.356983 -4.381590 -0.293878 0.1 0.4 0.1
C 2.210855 2.835037 -0.635936 -0.2 -0.1 -0.1
C 2.583158 4.181985 -0.409943 0.0 0.2 0.0